{
  "formula": "C18H13ClN2O4",
  "method": "wB97M-V/def2-TZVPD",
  "symbols": ["C", "C", "O", "C", "N", "O", "C", "C", "C", "C", "C", "C", "N", "C", "C", "H", "H", "O", "C", "O", "C", "C", "C", "C", "C", "C", "H", "H", "Cl", "H", "H", "H", "H", "H", "H", "H", "H", "H"],
  "positions_angstrom": [[-0.04, 3.76, -1.04], [-0.40, 2.21, -0.78], [-1.21, 1.69, -0.06], [0.55, 1.33, -1.65], [0.24, 1.29, -3.11], [-0.43, 2.11, -3.64], [1.30, 0.71, -3.79], [1.11, 0.29, -5.21], [1.97, -0.51, -5.93], [2.91, -1.16, -5.18], [3.31, -1.18, -3.83], [2.36, -0.38, -3.19], [2.24, -0.17, -1.82], [1.70, 0.55, -1.01], [1.76, 0.55, 0.35], [2.09, 1.81, 0.72], [2.56, 0.14, 0.70], [0.66, 0.28, 1.05], [0.79, -0.38, 2.42], [1.94, -0.19, 2.95], [-0.53, -0.76, 2.81], [-1.52, -0.35, 2.25], [-2.78, -0.90, 2.87], [-2.72, -1.47, 4.05], [-1.65, -2.14, 4.60], [-0.52, -1.44, 4.17], [0.31, -1.49, 4.54], [-1.57, -2.53, 5.65], [-4.29, -2.02, 4.68], [-3.86, -0.60, 2.39], [-1.67, 0.02, 1.36], [3.82, -1.74, -3.40], [3.63, -1.83, -5.73], [1.77, -0.45, -6.99], [0.33, 1.03, -5.66], [-0.51, 4.20, -0.34], [0.91, 3.78, -1.03], [-0.19, 4.13, -2.04]],
  "lowdin_charge": [0.0635, -0.2880, 0.1122, 0.0936, -0.1940, 0.0120, -0.0080, -0.0121, -0.0943, -0.0870, 0.0566, -0.0742, 0.1398, -0.2730, -0.2330, 0.2304, 0.0677, -0.0431, -0.1712, 0.0838, -0.1720, 0.0183, -0.0620, -0.6852, -0.0530, 0.0875, 0.0125, 0.1365, 0.6333, 0.1653, 0.0610, -0.0134, 0.1254, 0.1095, 0.1355, 0.0138, 0.0123, 0.0932],
  "mol_weight_g_mol": 356.76,
  "lumo_energy_ev": -0.749,
  "max_force_ha_per_bohr": 0.389,
  "gap_ha": 0.282,
  "energy_ha": -1563.83361
}



{
  "formula": "C18H13F6FeN3O4PS4",
  "method": "wB97M-V/def2-TZVPD",
  "symbols": ["Fe", "F", "C", "F", "F", "S", "O", "O", "N", "S", "O", "O", "C", "F", "F", "F", "S", "C", "C", "C", "C", "N", "C", "C", "C", "S", "C", "N", "H", "H", "C", "P", "C", "C", "C", "C", "C", "C", "C", "H", "H", "H", "H", "H", "H", "H", "H", "H", "H", "H"],
  "positions_angstrom": [[1.25, -0.31, -0.64], [2.31, -4.76, 2.55], [1.50, -3.89, 1.97], [0.29, -4.42, 1.83], [1.40, -2.80, 2.75], [2.15, -3.39, 0.32], [1.19, -2.37, -0.11], [2.22, -4.58, -0.44], [3.55, -2.80, 0.66], [3.85, -1.28, 0.87], [3.27, -0.44, -0.20], [3.67, -0.78, 2.20], [5.65, -1.24, 0.49], [6.30, -2.01, 1.36], [6.07, 0.01, 0.61], [5.86, -1.67, -0.74], [1.63, 1.71, -1.70], [0.13, 1.93, -2.54], [-0.14, 3.19, -3.09], [-1.31, 3.44, -3.77], [-1.57, 4.74, -4.31], [-1.77, 5.79, -4.75], [-2.26, 2.40, -3.93], [-1.99, 1.15, -3.40], [-0.81, 0.90, -2.69], [-0.56, -0.69, -2.05], [-3.49, 2.63, -4.63], [-4.48, 2.81, -5.18], [0.59, 3.98, -2.97], [-2.71, 0.35, -3.51], [0.76, 0.58, 2.91], [-0.05, 0.66, 1.28], [-0.47, 2.41, 1.06], [-1.64, -0.18, 1.47], [-1.68, -1.42, 2.12], [-2.87, -2.13, 2.20], [-4.02, -1.62, 1.62], [-3.98, -0.39, 0.97], [-2.79, 0.32, 0.89], [1.04, -0.45, 3.14], [0.11, 0.97, 3.69], [1.68, 1.16, 2.86], [-1.17, 2.76, 1.82], [-0.89, 2.57, 0.07], [0.46, 2.98, 1.11], [-0.78, -1.83, 2.57], [-2.89, -3.09, 2.70], [-4.95, -2.17, 1.67], [-4.88, 0.01, 0.51], [-2.78, 1.27, 0.37]],
  "lowdin_charge": [0.3503, 0.1715, -0.6798, 0.1601, 0.1186, 0.6382, -0.4067, -0.2097, -0.2719, 0.6532, -0.4103, -0.2434, -0.6953, 0.1679, 0.1647, 0.1687, 0.7105, -0.6699, -0.0571, -0.1798, -0.1714, 0.1801, -0.1796, -0.0553, -0.6653, 0.7245, -0.1710, 0.1805, 0.1199, 0.1199, -0.2308, 0.8936, -0.2494, -0.3761, -0.0872, -0.0660, -0.0717, -0.0695, -0.0961, 0.0219, 0.0637, 0.0523, 0.0635, 0.0310, 0.0501, 0.0829, 0.1095, 0.1074, 0.1092, 0.0993],
  "mol_weight_g_mol": 664.39,
  "lumo_energy_ev": [-0.391, -2.619],
  "max_force_ha_per_bohr": 0.011,
  "gap_ha": [0.300, 0.236],
  "multiplicity": 6,
  "energy_ha": -4955.98720
}



{
  "formula": "C18H14AuN9O4S2",
  "method": "wB97M-V/def2-TZVPD",
  "symbols": ["Au", "O", "C", "C", "C", "C", "C", "C", "C", "N", "C", "C", "N", "H", "H", "H", "H", "H", "H", "H", "O", "C", "N", "S", "O", "O", "C", "C", "C", "C", "C", "C", "H", "H", "H", "H", "S", "C", "N", "N", "N", "N", "C", "N", "N", "H", "H", "H"],
  "positions_angstrom": [[-0.18, -0.15, 0.21], [0.13, -0.57, 2.58], [1.20, -0.74, 3.19], [1.17, -1.44, 4.46], [2.30, -1.71, 5.15], [3.55, -1.32, 4.62], [3.62, -0.63, 3.41], [2.49, -0.30, 2.68], [2.62, 0.49, 1.47], [1.77, 0.64, 0.47], [2.35, 1.45, -0.46], [3.58, 1.82, -0.02], [3.74, 1.21, 1.20], [0.19, -1.74, 4.80], [2.26, -2.25, 6.09], [4.46, -1.56, 5.15], [4.61, -0.37, 3.04], [1.86, 1.71, -1.39], [4.34, 2.45, -0.45], [4.53, 1.33, 1.81], [0.79, -2.33, -1.95], [0.37, -1.36, -2.54], [0.05, -0.15, -1.96], [-0.45, 0.98, -3.01], [-1.82, 1.36, -2.76], [0.52, 2.05, -3.08], [-0.32, -0.06, -4.42], [-0.62, 0.23, -5.74], [-0.42, -0.78, -6.67], [0.05, -2.03, -6.28], [0.34, -2.30, -4.95], [0.14, -1.30, -4.02], [-0.99, 1.20, -6.04], [-0.64, -0.60, -7.71], [0.19, -2.80, -7.02], [0.71, -3.27, -4.62], [-3.96, -2.06, -1.47], [-2.85, -1.37, -0.55], [-2.05, -0.88, 0.16], [-3.72, 3.48, -1.52], [-2.49, 3.46, -0.88], [-1.50, 4.26, -1.25], [-0.51, 3.79, -0.51], [-0.90, 2.76, 0.27], [-2.16, 2.57, 0.02], [-4.40, 3.86, -0.87], [-3.95, 2.52, -1.73], [0.49, 4.18, -0.54]],
  "lowdin_charge": [1.0932, 0.0028, -0.3260, 0.0366, -0.0555, -0.0288, -0.0226, -0.0371, -0.2461, -0.0086, -0.0914, -0.0391, 0.1177, 0.1295, 0.1143, 0.1136, 0.1121, 0.0778, 0.1230, 0.1539, 0.0565, -0.5172, -0.1860, 0.6121, -0.3035, -0.3235, -0.2117, -0.0280, -0.0643, -0.0601, 0.0045, -0.1309, 0.1232, 0.1060, 0.1053, 0.1241, 0.5354, -0.9849, -0.1081, 0.1227, -0.3022, 0.1368, -0.2381, -0.0171, 0.0528, 0.0915, 0.0872, 0.0983],
  "mol_weight_g_mol": 681.47,
  "lumo_energy_ev": [-0.574, -3.316],
  "max_force_ha_per_bohr": 0.008,
  "gap_ha": [0.256, 0.158],
  "multiplicity": 3,
  "energy_ha": -2420.05819
}



{
  "formula": "C18H14N3PdS2",
  "method": "wB97M-V/def2-TZVPD",
  "symbols": ["Pd", "S", "C", "C", "C", "C", "C", "C", "S", "H", "H", "H", "H", "C", "N", "C", "C", "N", "H", "H", "H", "H", "H", "H", "N", "C", "C", "C", "C", "C", "C", "C", "C", "C", "H", "H", "H", "H"],
  "positions_angstrom": [[-0.16, 0.44, 0.35], [-1.64, -0.68, -1.14], [-3.01, 0.34, -0.80], [-4.29, -0.20, -0.92], [-5.42, 0.56, -0.69], [-5.29, 1.90, -0.34], [-4.03, 2.46, -0.22], [-2.88, 1.70, -0.43], [-1.32, 2.46, -0.25], [-4.38, -1.25, -1.17], [-6.40, 0.11, -0.77], [-6.17, 2.50, -0.16], [-3.92, 3.49, 0.07], [3.53, 3.62, 0.82], [3.80, 2.22, 0.56], [4.77, 1.58, 1.43], [2.83, 1.47, 0.09], [2.05, 0.78, -0.41], [4.41, 4.21, 0.57], [3.27, 3.78, 1.87], [2.69, 3.94, 0.20], [5.76, 2.00, 1.24], [4.79, 0.51, 1.21], [4.51, 1.72, 2.48], [-1.50, -2.55, 9.79], [-1.32, -2.28, 8.68], [-1.09, -1.92, 7.34], [-0.84, -2.90, 6.37], [-0.60, -2.52, 5.07], [-0.59, -1.17, 4.69], [-0.85, -0.20, 5.68], [-1.10, -0.57, 6.98], [-0.34, -0.75, 3.38], [-0.06, -0.30, 2.28], [-0.86, -3.94, 6.64], [-0.41, -3.28, 4.31], [-0.87, 0.83, 5.38], [-1.31, 0.19, 7.73]],
  "lowdin_charge": [0.3210, 0.5130, -0.7448, -0.1607, -0.1301, -0.1312, -0.1608, -0.7466, 0.4828, 0.0841, 0.0863, 0.0862, 0.0838, -0.0483, -0.2135, -0.0537, -0.2924, 0.1155, 0.0872, 0.0923, 0.0974, 0.0867, 0.0953, 0.0924, 0.1307, -0.2234, -0.2602, -0.0381, -0.0318, -0.2681, -0.0317, -0.0372, -0.1951, -0.1419, 0.1123, 0.1139, 0.1158, 0.1130],
  "mol_weight_g_mol": 442.88,
  "charge": -1,
  "lumo_energy_ev": [2.399, 2.307],
  "max_force_ha_per_bohr": 0.025,
  "gap_ha": [0.223, 0.241],
  "multiplicity": 3,
  "energy_ha": -1782.80441
}



{
  "formula": "C18H15AsGeS4TcTe",
  "method": "wB97M-V/def2-TZVPD",
  "symbols": ["Tc", "S", "As", "S", "S", "S", "C", "C", "C", "C", "C", "C", "Ge", "C", "C", "C", "C", "C", "C", "C", "C", "C", "C", "C", "C", "H", "H", "H", "H", "H", "H", "H", "H", "H", "H", "H", "H", "H", "H", "H", "Te"],
  "positions_angstrom": [[0.75, 0.62, -0.97], [-2.10, 2.59, 2.30], [-0.16, 2.30, 1.88], [0.52, -0.10, 1.19], [0.46, 2.71, -0.39], [1.10, 4.47, 2.84], [3.07, -4.39, 3.57], [3.85, -4.11, 2.45], [3.82, -2.85, 1.88], [3.01, -1.87, 2.44], [2.22, -2.14, 3.56], [2.26, -3.40, 4.12], [2.86, -0.14, 1.57], [2.94, 1.60, 2.51], [2.71, 1.61, 3.94], [2.59, 2.76, 4.61], [2.56, 4.05, 3.92], [2.87, 4.05, 2.46], [3.10, 2.75, 1.82], [3.42, -0.03, -0.33], [4.56, 0.66, -0.72], [4.97, 0.65, -2.05], [4.22, -0.01, -3.02], [3.08, -0.70, -2.65], [2.67, -0.72, -1.31], [3.08, -5.38, 4.00], [4.48, -4.88, 2.03], [4.43, -2.63, 1.01], [1.57, -1.38, 3.98], [1.65, -3.62, 4.99], [2.73, 0.67, 4.48], [2.55, 2.77, 5.70], [2.81, 4.92, 4.50], [3.36, 4.91, 2.02], [3.43, 2.76, 0.79], [5.15, 1.18, 0.03], [5.88, 1.16, -2.33], [4.55, -0.01, -4.05], [2.52, -1.26, -3.40], [1.93, -1.48, -1.01], [-1.22, -0.22, -2.23]],
  "lowdin_charge": [0.1933, 0.1898, 0.1826, 0.2396, 0.1341, 0.8778, -0.0397, -0.0513, -0.1023, -0.3388, -0.1255, -0.0500, 0.8904, -0.3547, -0.1005, -0.0530, -0.3974, -0.4156, -0.1794, -0.3353, -0.0775, -0.0017, -0.0200, -0.0474, -0.3097, 0.1215, 0.1192, 0.1041, 0.0946, 0.1199, 0.1067, 0.1325, 0.1296, 0.1287, 0.0913, 0.1165, 0.1315, 0.1300, 0.1241, 0.0941, 0.5477],
  "mol_weight_g_mol": 732.72,
  "charge": 2,
  "lumo_energy_ev": [-8.937, -8.622],
  "max_force_ha_per_bohr": 0.039,
  "gap_ha": [0.210, 0.224],
  "multiplicity": 2,
  "energy_ha": -6948.54045
}